Here is a single C11H10N2O molecule from the Open Molecules 2025 dataset. Energies are from ωB97M-V with the def2-TZVPD basis set.

```
24
C11H10N2O (ωB97M-V with the def2-TZVPD basis set)
H -0.06533 -0.03127 1.27414
C 2.98344 1.37027 0.40939
C -1.72467 -1.86323 0.36001
C 1.64869 1.26672 0.90078
H -3.59817 1.82903 1.01576
H 4.47770 0.31253 -0.63243
N -0.79017 1.40693 -1.87019
C -2.41279 0.41490 -0.22022
H -4.43817 0.34549 0.11550
H -2.50797 -2.57824 0.49822
O -0.54443 -2.37613 0.02950
C 3.50158 0.25068 -0.29396
C -1.48387 0.91633 -1.10946
C 2.64850 -0.72296 -0.67053
H 1.10941 -2.99965 -0.68579
C 0.93341 0.08971 0.78027
C 1.40097 -0.87938 -0.04781
C 0.73774 -2.09977 -0.29929
C -3.68300 1.18369 0.02290
H 1.29168 2.01417 1.57151
H 3.52287 2.36180 0.49123
H 3.09801 -1.48937 -1.29159
N -2.27191 -0.69039 0.41454
H -3.83353 1.96814 -0.76247
```

Properties
Multiplicity: 1
Relative energy (zero: lowest compared OMol25 entry of this formula, charge and spin): 114.6 kcal/mol
Orbital gap (spin up / spin down): 0.238 / 0.254 Ha
Highest occupied orbital energy (spin up / spin down): -0.266 / -0.275 hartree
Charge: 0

These are the Löwdin partial charges, in e, on atoms 1 to 6:
1. H 0.124
2. C -0.047
3. C -0.178
4. C -0.070
5. H 0.118
6. H 0.081



Here is a single C11H10N4 molecule from the Open Molecules 2025 dataset. Energies are from ωB97M-V with the def2-TZVPD basis set.

```
25
C11H10N4 (ωB97M-V with the def2-TZVPD basis set)
H 1.55081 -1.20612 -3.99738
H -1.65492 1.90807 0.26413
N -0.21637 0.02449 -3.58867
C -0.68960 0.52295 -2.46030
N -0.63008 -2.48645 2.16154
H 2.37627 0.14033 0.38562
N -1.71194 -0.95686 1.04498
H 2.18097 2.38868 2.19462
H 1.30176 -1.96282 1.70131
C 0.24929 -1.69469 1.56184
H 1.72746 -1.22079 -1.39708
H -2.61722 -2.59196 2.10047
C 0.87997 -0.66847 -3.32971
H -2.48795 -0.43985 0.72885
C 1.44870 1.85981 1.40957
C 0.10963 0.44065 0.08126
C 0.15633 0.12673 -1.39884
C -0.39358 -0.73438 0.85103
N 1.10807 -0.64131 -1.99042
H -1.64833 1.02055 -2.51702
C 0.08634 2.43146 1.33539
C -1.79277 -2.08419 1.81889
H -0.13195 3.30222 1.89430
C -0.71727 1.74852 0.49160
C 1.51641 0.77343 0.65403
```

Properties
Multiplicity: 1
Relative energy (zero: lowest compared OMol25 entry of this formula, charge and spin): 0.5 kcal/mol
Orbital gap: 0.333 Ha
SMILES: C1=CC(c2cnc[nH]2)(c2cnc[nH]2)C=C1
Highest occupied orbital energy: -0.309 hartree
Charge: 0

These are the Löwdin partial charges, in e, on atoms 1 to 6:
1. H 0.117
2. H 0.047
3. N 0.029
4. C -0.119
5. N 0.056
6. H 0.116



Here is a single C11H10N6O molecule from the Open Molecules 2025 dataset. Energies are from ωB97M-V with the def2-TZVPD basis set.

```
28
C11H10N6O (ωB97M-V with the def2-TZVPD basis set)
C 4.49698 0.67747 -1.31889
H -2.79190 -1.99159 3.18929
C 4.55267 1.79578 -0.29859
H 3.91959 0.75293 -2.22437
H -6.06472 -1.29675 -0.35342
N 0.12791 1.04346 -0.43334
N -2.42853 -1.56842 2.33626
C -2.44147 -0.61398 0.38665
H -1.50477 0.81456 -1.54998
C -3.02663 -0.25568 -0.79719
H 5.41929 0.10778 -1.39114
C 0.12769 0.09392 0.45274
H 5.52075 1.91368 0.21719
H 3.91544 2.67242 -0.43533
C 2.25326 0.51817 0.01564
H 4.18598 -0.17815 0.69138
C 3.75206 0.51270 0.00488
C -5.01016 -1.12075 -0.17056
C -3.27495 -1.23137 1.29766
H 1.74660 -0.99629 1.52912
N -4.29193 -0.43498 -1.07130
C -1.11864 -0.57985 0.98405
N -1.10687 -1.16263 2.15304
O 1.47514 1.37406 -0.73175
H -3.02418 0.62798 -2.51507
N -2.34772 0.27118 -1.80719
N -4.52500 -1.49763 1.03034
C 1.46410 -0.24802 0.80988
```

Properties
Multiplicity: 1
Relative energy (zero: lowest compared OMol25 entry of this formula, charge and spin): 0.0 kcal/mol
Orbital gap: 0.337 Ha
SMILES: Nc1ncnc2[nH]nc(-c3cc(C4CC4)on3)c12
Highest occupied orbital energy: -0.319 hartree
Charge: 0

These are the Löwdin partial charges, in e, on atoms 1 to 6:
1. C -0.102
2. H 0.158
3. C -0.087
4. H 0.101
5. H 0.107
6. N 0.100



Here is a gas-phase ion, C11H10NO3 (charge -1) from the Open Molecules 2025 dataset. Energies are from ωB97M-V with the def2-TZVPD basis set.

```
25
C11H10NO3 (ωB97M-V with the def2-TZVPD basis set)
H 2.51035 3.07302 -0.16413
H 0.21838 0.47510 2.08851
C -0.31289 1.43420 -1.09909
C -1.34490 -1.63094 0.65984
C 0.40734 1.00734 1.09527
O -2.51474 -0.05772 -0.88326
H 2.16999 2.00905 1.81776
C -2.63638 0.54658 1.27801
H -0.67728 -1.95506 -1.32041
C -3.71598 0.72835 -0.65707
H -0.89543 -1.46414 1.63504
H -0.09649 -3.16226 0.06636
O -2.32599 0.56137 2.43791
C -0.51143 0.71453 0.09924
H -0.90024 1.33150 -1.97958
H 0.49299 -1.49744 0.00112
C 0.74858 2.31954 -1.19688
H -2.19315 -2.23484 0.69627
C -1.67862 -0.18452 0.26063
C 1.47675 1.82464 0.95812
N -3.69864 1.06803 0.63738
C -0.33636 -2.15141 -0.30269
H 0.87101 2.69736 -2.17893
C 1.70520 2.44201 -0.21032
O -4.53574 0.88094 -1.53507
```

Properties
Multiplicity: 3
Relative energy (zero: lowest compared OMol25 entry of this formula, charge and spin): 25.7 kcal/mol
Orbital gap (spin up / spin down): 0.176 / 0.205 Ha
⟨S²⟩: 2.027
Highest occupied orbital energy (spin up / spin down): -0.051 / -0.191 hartree
Charge: -1

These are the Löwdin partial charges, in e, on atoms 1 to 6:
1. H 0.066
2. H 0.137
3. C 0.002
4. C -0.173
5. C -0.054
6. O -0.023



Here is a molecular structure, C11H11BaNO2 from the Open Molecules 2025 dataset. Energies are from ωB97M-V with the def2-TZVPD basis set.

```
26
C11H11BaNO2 (ωB97M-V with the def2-TZVPD basis set)
C -0.66835 2.79544 2.34317
C -1.70647 1.85855 2.51211
H -1.87574 5.26289 4.37247
O -1.79290 -1.18292 -0.15689
H 2.14691 -1.68402 -1.73924
C -0.74507 4.00764 3.01476
C -3.87804 1.17687 3.38791
H 0.18514 2.52009 1.69923
H 0.06971 4.72889 2.89331
C -2.83848 2.14441 3.34827
C 1.33563 -0.97094 -1.97339
C -2.65051 -0.19882 1.85059
O -3.04396 -2.44157 1.29134
C -2.49394 -1.40056 0.93724
H 0.36609 -1.50305 -2.07658
H -4.52113 -0.77904 2.64670
Ba -0.56321 0.82888 -0.50274
C -2.88265 3.40499 4.00708
H -4.77374 1.35977 3.99525
C -3.77540 0.00583 2.65835
C -1.84157 4.30952 3.85152
H 2.31665 -0.21797 -0.51012
N -1.67335 0.70943 1.76110
H 1.55408 -0.35373 -2.85621
H -3.75547 3.63931 4.62580
H 2.24297 0.14921 0.21343
```

Properties
Multiplicity: 1
Relative energy (zero: lowest compared OMol25 entry of this formula, charge and spin): 0.0 kcal/mol
Orbital gap: 0.172 Ha
Highest occupied orbital energy: -0.212 hartree
Charge: 0

These are the Löwdin partial charges, in e, on atoms 1 to 6:
1. C -0.060
2. C -0.238
3. H 0.107
4. O -0.373
5. H -0.064
6. C -0.064



Here is a molecular structure, C11H11Cl2CrO3PRh from the Open Molecules 2025 dataset. Energies are from ωB97M-V with the def2-TZVPD basis set.

```
30
C11H11Cl2CrO3PRh (ωB97M-V with the def2-TZVPD basis set)
Cl -1.23700 -1.75610 -1.05530
C 0.68920 -2.55580 4.21500
P -1.73290 -0.70520 1.48830
C -0.09570 -1.95780 -3.91760
C -0.57980 -1.01490 2.83350
H 1.19290 0.65660 5.21510
H -2.93780 -2.56720 2.51980
H -0.36660 1.07500 3.34920
C -0.07480 0.05850 3.58040
C 0.95340 1.41370 0.70930
C 1.18820 -1.48150 4.95720
C 0.80780 -0.17440 4.63890
C -0.19150 -2.32490 3.15360
H -1.79920 1.71450 1.24700
H 1.86790 -1.66140 5.78030
H -4.05410 -1.40500 1.72820
H -0.57280 -3.16500 2.58710
H 0.98300 -3.56750 4.46340
C -2.55950 0.91830 1.36910
Cl -1.13700 1.40970 -1.56480
C -3.14070 -1.49000 2.35340
H -3.14030 1.14560 2.28710
O 1.55270 2.29510 1.13940
Cr 0.00000 0.00000 0.00000
H -3.24180 0.92400 0.49450
H -3.32320 -1.00040 3.33360
O 0.33800 1.31450 -5.19080
O 0.20660 -2.89470 -4.51060
C -0.01480 0.63230 -4.33590
Rh -0.56620 -0.45670 -2.95010
```

Properties
Multiplicity: 8
Orbital gap (spin up / spin down): 0.265 / 0.223 Ha
⟨S²⟩: 15.798
Highest occupied orbital energy (spin up / spin down): -0.854 / -0.890 hartree
Charge: +4

These are the Löwdin partial charges, in e, on atoms 1 to 6:
1. Cl 0.273
2. C 0.117
3. P 0.860
4. C -0.158
5. C -0.341
6. H 0.169



Quick rundown of maximum force, same order as above: 3.34; 7.05; 3.03; 6.45; 2.94; 8.84 eV Å⁻¹
Quick rundown of E_tot, same order as above: -609.730547; -644.116748; -828.891245; -705.558664; -656.430156; -3066.387662 a.u.